122
Properties=species:S:1:pos:R:3:forces:R:3:lowdin_charge:R:1 method="wB97M-V/def2-TZVPD" de_lowest_kcal_mol=40.1 gap_ha=0.289 total_energy_ev=-82039.65437 lumo_energy_ha=-0.0990 total_charge=+1 multiplicity=1
La 0.095247 -0.269426 -0.381824 2.7 0.2 2.6 2.06
O -0.940325 -2.049051 -0.492706 -2.0 -3.1 -0.5 -0.46
C -1.785741 -2.428601 -1.530217 -0.5 -0.8 -0.5 -0.47
C -0.928013 -2.957584 -2.710295 -0.1 0.3 0.3 -0.06
C -0.108750 -1.934057 -3.459234 0.0 -0.1 -0.2 -0.24
C 0.053616 -2.084512 -4.831088 0.0 0.0 0.0 -0.01
C 0.842832 -1.186986 -5.527966 0.0 0.0 0.1 -0.02
C 1.437836 -0.148745 -4.835319 0.1 0.0 0.0 0.00
C 1.230304 -0.041377 -3.467512 0.2 -0.2 -0.2 -0.26
C 1.809840 1.110969 -2.698445 -0.6 0.1 0.3 -0.07
C 0.657096 2.108491 -2.301032 0.3 0.6 -0.6 -0.47
O -0.158049 1.559721 -1.327990 -0.4 2.9 -1.9 -0.42
C 1.226914 3.463064 -1.845790 -0.1 -0.1 0.1 -0.16
C 2.578881 3.753119 -1.728074 0.0 -0.1 0.0 -0.04
C 3.004832 5.061011 -1.514301 0.1 0.1 0.1 -0.08
C 2.083874 6.087403 -1.391210 0.1 0.0 0.1 -0.10
C 0.724285 5.794537 -1.435882 0.0 0.0 0.0 -0.07
C 0.305184 4.495561 -1.659694 0.0 0.0 0.0 -0.02
C -0.104563 2.402207 -3.609487 -0.1 0.0 0.1 -0.17
C 0.506005 3.118040 -4.637452 0.0 -0.1 0.0 -0.04
C -0.169789 3.359827 -5.821933 0.1 0.0 0.0 -0.07
C -1.467745 2.895868 -5.992285 0.0 0.0 0.0 -0.08
C -2.079640 2.188348 -4.970450 0.0 0.0 0.0 -0.06
C -1.400528 1.942928 -3.783530 0.1 0.0 0.1 -0.01
N 0.478359 -0.928177 -2.795080 -0.1 -0.1 -0.9 0.06
C -2.716579 -3.574235 -1.072338 0.2 0.0 0.1 -0.13
C -3.486518 -4.321748 -1.958348 0.0 0.0 0.0 -0.03
C -4.287673 -5.355334 -1.496310 0.0 0.0 0.0 -0.07
C -4.342756 -5.654133 -0.142852 0.0 0.0 0.0 -0.08
C -3.606439 -4.892275 0.751621 0.0 0.0 0.0 -0.07
C -2.806834 -3.860093 0.283471 0.1 0.1 0.0 -0.03
C -2.723063 -1.289569 -1.963854 0.0 0.1 0.1 -0.15
C -3.155717 -1.141174 -3.278936 0.0 0.0 0.0 -0.02
C -4.129809 -0.209753 -3.604538 -0.1 0.0 0.0 -0.08
C -4.670018 0.614575 -2.628786 0.0 0.0 0.0 -0.07
C -4.235356 0.487022 -1.318157 0.0 0.1 0.0 -0.06
C -3.278145 -0.461523 -0.986165 0.0 -0.1 0.0 -0.04
H -1.546605 -3.493937 -3.425190 0.0 0.0 0.0 0.10
H -0.255299 -3.697319 -2.272977 0.0 -0.1 -0.1 0.12
H -0.431874 -2.905571 -5.342036 0.0 0.0 0.0 0.12
H 0.993108 -1.296175 -6.594009 0.0 0.0 0.0 0.12
H 2.047255 0.584704 -5.344961 0.0 0.0 0.0 0.12
H 2.533032 1.633505 -3.319438 0.1 -0.1 0.0 0.12
H 2.312300 0.750375 -1.791868 0.2 0.1 -0.2 0.09
H 3.326892 2.975762 -1.837640 0.0 0.0 0.0 0.11
H 4.064789 5.278179 -1.465129 0.0 0.0 0.0 0.11
H 2.421576 7.106846 -1.253451 0.0 0.0 0.0 0.11
H -0.004930 6.588228 -1.327809 0.0 0.0 0.0 0.11
H -0.749710 4.262812 -1.745856 0.0 0.1 0.0 0.13
H 1.512190 3.503264 -4.510099 0.0 0.0 0.0 0.12
H 0.316290 3.920132 -6.610949 0.0 0.0 0.0 0.11
H -1.998709 3.099787 -6.913234 0.0 0.0 0.0 0.10
H -3.092316 1.826043 -5.091883 0.0 0.0 0.0 0.09
H -1.872619 1.398738 -2.974872 0.0 0.0 0.0 0.09
H -3.490528 -4.098745 -3.018816 0.0 0.0 0.0 0.11
H -4.877156 -5.931558 -2.198087 0.0 0.0 0.0 0.11
H -4.964322 -6.466419 0.210264 0.0 0.0 0.0 0.10
H -3.658054 -5.102652 1.813152 0.0 0.0 0.0 0.10
H -2.237003 -3.241850 0.960681 0.0 0.0 0.0 0.08
H -2.748701 -1.755544 -4.071613 0.0 0.0 0.0 0.11
H -4.470079 -0.129735 -4.629306 0.0 0.0 0.0 0.11
H -5.431082 1.338811 -2.887126 0.0 0.0 0.0 0.11
H -4.667359 1.113135 -0.546979 0.0 0.0 0.0 0.11
H -3.010409 -0.614391 0.054631 0.0 0.0 0.0 0.11
C 2.047588 4.724007 2.288465 -0.3 0.1 -0.1 -0.04
O 2.897121 3.599662 1.974333 0.4 -0.1 0.0 0.02
C 2.076306 2.573544 1.711799 -0.6 0.2 0.1 -0.33
N 0.826562 2.752903 1.827196 -0.1 -0.3 -0.1 0.16
C 0.622991 4.113388 2.329505 0.1 0.1 0.3 -0.22
C 0.055866 4.068728 3.737821 0.0 0.0 -0.1 -0.19
C 0.484682 3.101846 4.643548 0.0 0.1 0.0 -0.03
C 0.006810 3.098376 5.944927 0.0 -0.1 0.0 -0.07
C -0.905111 4.059179 6.356270 0.0 0.0 0.0 -0.08
C -1.330988 5.028194 5.460992 0.0 0.0 0.0 -0.08
C -0.854990 5.030886 4.157544 0.0 0.0 0.0 -0.04
C 2.699809 1.245083 1.552952 0.3 -0.2 0.2 -0.16
C 4.071334 1.103817 1.704590 0.0 0.2 0.0 0.03
C 4.590359 -0.162192 1.921219 0.0 -0.1 0.0 -0.01
C 3.721550 -1.229353 2.030799 0.0 -0.1 -0.1 0.02
C 2.369060 -1.002592 1.803807 0.3 0.2 0.0 -0.23
N 1.864297 0.194772 1.513997 0.6 0.2 0.8 0.07
C 1.380759 -2.074104 2.031713 -0.4 -0.4 0.3 -0.39
N 0.310420 -1.877732 2.677624 0.1 0.4 -0.1 0.21
C -0.269781 -3.193590 2.962335 0.1 -0.3 0.0 -0.23
C 0.570278 -4.150986 2.078303 -0.3 0.0 0.1 -0.05
O 1.694634 -3.338337 1.662847 0.3 0.1 0.0 -0.01
C -0.159908 -3.510226 4.438634 -0.1 0.0 0.0 -0.19
C -1.288799 -3.865271 5.164743 0.0 0.0 -0.1 -0.03
C -1.185979 -4.195490 6.508492 0.0 0.0 0.1 -0.07
C 0.049003 -4.168344 7.137035 0.0 0.0 0.0 -0.08
C 1.180255 -3.807134 6.418051 0.1 0.0 0.0 -0.07
C 1.076418 -3.479573 5.076238 0.0 0.0 0.0 -0.03
H 2.165187 5.461492 1.501220 0.0 0.1 -0.1 0.11
H 2.353124 5.145768 3.243393 0.1 -0.1 0.0 0.14
H -0.059929 4.654433 1.673750 0.0 0.0 0.0 0.14
H 1.195091 2.342506 4.340174 0.0 0.0 0.0 0.11
H 0.350885 2.338994 6.635522 0.0 0.0 0.0 0.11
H -1.278231 4.048395 7.371775 0.0 0.0 0.0 0.11
H -2.038602 5.782676 5.779520 0.0 0.0 0.0 0.11
H -1.188209 5.791932 3.460796 0.0 0.0 0.0 0.11
H 4.700596 1.982709 1.711451 0.0 0.0 0.0 0.13
H 5.653130 -0.306161 2.063168 0.0 0.0 0.0 0.12
H 4.069498 -2.218541 2.294390 0.0 0.0 -0.1 0.13
H -1.320035 -3.193985 2.680827 0.0 0.0 0.0 0.12
H 0.023671 -4.475170 1.190220 0.1 0.1 0.0 0.12
H 0.950318 -5.010643 2.624285 0.0 0.0 0.0 0.13
H -2.252512 -3.888977 4.668808 0.0 0.0 0.0 0.11
H -2.071723 -4.469877 7.066564 0.0 0.0 0.0 0.11
H 0.133313 -4.431483 8.183042 0.0 0.0 0.0 0.11
H 2.144466 -3.776802 6.909356 0.0 0.0 0.0 0.11
H 1.964839 -3.199226 4.519634 0.0 0.0 0.0 0.11
O -1.318141 0.824153 1.378576 -0.4 0.3 0.4 -0.16
H -1.833294 1.491893 0.907945 0.0 0.1 0.1 0.06
H -0.660629 1.344104 1.886229 0.0 0.1 -0.1 0.03
N 2.187642 -3.567611 -1.322737 0.0 0.1 -0.1 0.21
C 2.963124 -2.465107 -1.226528 0.0 0.1 -0.2 -0.61
N 4.268605 -2.599583 -1.563652 0.0 -0.1 0.1 0.19
O 2.509110 -1.369177 -0.870032 0.0 -0.1 0.1 -0.09
H 2.597882 -4.481839 -1.391099 0.0 0.0 0.0 0.12
H 1.271547 -3.493892 -0.908572 0.0 0.0 0.1 0.08
H 4.617631 -3.433108 -2.000663 0.0 0.0 0.0 0.11
H 4.827352 -1.768153 -1.624531 0.0 0.1 0.0 0.12